The following is a quantum chemistry calculation of C28H19BrN3O2Ru as an isolated structure in a non-equilibrium geometry, from OMol25.

Last column: Mulliken charge in e.
CARTESIAN COORDINATES (ANGSTROEM)
1 Ru 0.694 -0.298 0.090  0.088
2 C 2.648 1.433 3.525  -0.878
3 C 3.985 1.381 3.159  -0.529
4 C 4.331 0.824 1.937  -0.770
5 C 3.335 0.345 1.107  1.066
6 N 2.044 0.442 1.454  0.293
7 C 1.703 0.957 2.638  -0.141
8 C 3.516 -0.330 -0.192  0.547
9 C 4.716 -0.371 -0.883  -0.949
10 C 4.798 -1.050 -2.092  -0.694
11 C 3.676 -1.661 -2.635  -0.861
12 C 2.460 -1.600 -1.971  -0.343
13 C 2.371 -0.949 -0.745  0.727
14 H 2.341 1.841 4.477  0.447
15 H 4.749 1.761 3.822  0.442
16 H 5.368 0.773 1.637  0.404
17 H 0.644 0.979 2.860  0.412
18 H 5.581 0.148 -0.491  0.366
19 H 5.743 -1.095 -2.617  0.415
20 H 3.747 -2.180 -3.581  0.430
21 H 1.595 -2.079 -2.411  0.448
22 C -1.846 -2.868 -2.234  -1.026
23 C -2.618 -1.968 -2.955  -0.616
24 C -2.411 -0.609 -2.790  -0.805
25 C -1.427 -0.173 -1.919  1.101
26 N -0.659 -1.054 -1.264  0.598
27 C -0.869 -2.367 -1.396  -0.404
28 C -1.119 1.218 -1.554  0.354
29 C -1.751 2.327 -2.087  -0.764
30 C -1.437 3.598 -1.617  -0.749
31 C -0.484 3.768 -0.623  -0.927
32 C 0.164 2.663 -0.086  -0.155
33 C -0.156 1.389 -0.537  0.530
34 H -1.996 -3.934 -2.317  0.477
35 H -3.383 -2.325 -3.631  0.457
36 H -3.018 0.107 -3.327  0.445
37 H -0.236 -3.015 -0.802  0.615
38 H -2.498 2.211 -2.860  0.401
39 H -1.953 4.459 -2.020  0.424
40 H -0.254 4.758 -0.256  0.447
41 H 0.894 2.805 0.701  0.434
42 Br -6.555 -1.792 2.519  -0.150
43 C -4.927 -0.990 2.019  0.058
44 C -4.924 0.248 1.385  -0.359
45 N -3.798 0.868 1.059  -0.559
46 C -2.638 0.276 1.330  -0.373
47 C -2.550 -0.971 1.924  0.967
48 C -3.726 -1.612 2.289  -0.870
49 C -1.225 -1.618 2.260  -0.005
50 O -1.187 -2.411 3.161  -0.589
51 O -0.173 -1.272 1.533  -0.569
52 H -5.852 0.751 1.141  0.407
53 H -1.750 0.831 1.070  0.715
54 H -3.683 -2.567 2.795  0.570

## Properties
Gap between HOMO and LUMO (spin up / spin down) in eV: 6.739 / 6.738
Highest occupied orbital energy (spin up / spin down) in eV: -11.546 / -11.547
Charge: +1

The following is a quantum chemistry calculation of C28H19Cl2IrN8O4S as an isolated structure in a non-equilibrium geometry, from OMol25.

Last column: Mulliken charge in e.
CARTESIAN COORDINATES (ANGSTROEM)
1 Ir 0.191 -0.060 0.206  0.875
2 Cl 0.923 -4.310 -5.165  -0.208
3 C 0.640 -2.887 -4.220  0.260
4 C 0.549 -3.025 -2.838  -0.885
5 C 0.335 -1.899 -2.065  -0.356
6 N 0.117 -1.871 -0.677  0.080
7 C -0.324 -2.937 0.027  0.109
8 O -0.358 -4.113 -0.295  -0.754
9 C -1.050 -2.436 1.258  0.541
10 C -1.573 -3.291 2.205  -0.575
11 C -2.271 -2.762 3.276  -0.484
12 C -2.426 -1.384 3.356  -0.622
13 C -1.857 -0.588 2.386  -0.061
14 N -1.193 -1.094 1.341  0.160
15 C 0.180 -0.630 -2.674  0.483
16 C 0.275 -0.505 -4.049  -0.639
17 C 0.506 -1.645 -4.816  0.065
18 Cl 0.624 -1.455 -6.534  -0.216
19 N -0.035 0.412 -1.742  0.087
20 C -0.050 1.718 -2.066  0.391
21 O 0.084 2.212 -3.180  -0.756
22 C -0.188 2.637 -0.871  0.321
23 C 0.020 3.997 -1.018  -0.680
24 C -0.075 4.805 0.100  -0.523
25 C -0.410 4.237 1.321  -0.915
26 C -0.608 2.872 1.385  0.292
27 N -0.487 2.080 0.313  -0.166
28 H 0.639 -3.997 -2.381  0.595
29 H -1.420 -4.351 2.059  0.486
30 H -2.681 -3.407 4.040  0.428
31 H -2.955 -0.920 4.175  0.481
32 H -1.957 0.488 2.412  0.476
33 H 0.171 0.453 -4.528  0.647
34 H 0.251 4.372 -2.005  0.513
35 H 0.111 5.869 0.025  0.446
36 H -0.495 4.828 2.222  0.443
37 H -0.865 2.392 2.320  0.341
38 N -0.779 5.039 6.209  -0.550
39 C -0.261 3.942 5.556  1.121
40 C -0.936 2.717 5.571  -0.773
41 C -0.373 1.600 4.980  -0.288
42 C 0.854 1.694 4.340  -0.515
43 C 1.535 2.907 4.314  -0.284
44 C 0.983 4.020 4.915  -0.874
45 S 1.570 0.277 3.581  1.107
46 O 2.969 0.278 3.886  -0.709
47 O 0.745 -0.849 3.919  -0.647
48 N 1.360 0.498 1.972  -0.499
49 C 2.281 1.133 1.195  0.298
50 N 3.186 2.035 1.548  -0.332
51 C 3.973 2.472 0.569  -0.322
52 C 3.867 2.071 -0.758  -0.959
53 C 2.831 1.212 -1.067  0.124
54 N 2.050 0.756 -0.096  -0.068
55 H -1.740 5.014 6.496  0.196
56 H -0.421 5.948 5.976  0.206
57 H -1.894 2.641 6.071  0.332
58 H -0.871 0.641 5.029  0.614
59 H 2.498 2.962 3.822  0.466
60 H 1.522 4.960 4.910  0.323
61 H 4.720 3.205 0.857  0.430
62 H 4.538 2.437 -1.519  0.419
63 H 2.607 0.883 -2.075  0.499

## Properties
Gap between HOMO and LUMO in eV: 6.732
Highest occupied orbital energy in eV: -7.329
Relative energy (zero: lowest compared OMol25 entry of this formula, charge and spin) in kJ/mol: 129.9
Charge: 0

The following is a quantum chemistry calculation of C28H19F6N7O8OsS2 as an isolated structure, from OMol25.

Last column: Mulliken charge in e.
CARTESIAN COORDINATES (ANGSTROEM)
1 Os -0.028 0.356 0.076  1.959
2 C -2.044 -1.527 3.315  -0.778
3 C -1.175 -2.543 3.770  -0.326
4 C 0.081 -2.620 3.260  -0.692
5 C 0.533 -1.709 2.266  0.504
6 N -0.348 -0.762 1.791  0.135
7 C -1.598 -0.688 2.347  -0.485
8 N 1.796 -1.846 1.880  -0.526
9 C 2.384 -1.177 0.913  -0.329
10 N 1.817 -0.199 0.096  -0.182
11 C 2.753 0.200 -0.870  -0.579
12 N 2.584 1.093 -1.830  -0.427
13 C 1.566 1.936 -1.932  0.330
14 C 1.603 2.880 -2.999  -0.617
15 C 0.696 3.888 -3.069  -0.346
16 C -0.305 4.003 -2.075  -0.794
17 C -0.370 3.043 -1.123  -0.513
18 N 0.504 1.991 -1.051  -0.009
19 C 3.943 -0.552 -0.646  0.639
20 C 5.162 -0.577 -1.334  -0.376
21 C 6.125 -1.455 -0.898  -0.562
22 C 5.901 -2.300 0.211  -0.590
23 C 4.711 -2.277 0.898  -0.395
24 C 3.722 -1.390 0.460  0.514
25 H -3.041 -1.410 3.711  0.451
26 H -1.506 -3.246 4.523  0.424
27 H 0.788 -3.373 3.575  0.491
28 H -2.237 0.092 1.964  0.510
29 H 2.403 2.771 -3.715  0.517
30 H 0.743 4.608 -3.875  0.435
31 H -1.027 4.806 -2.084  0.445
32 H -1.130 3.076 -0.354  0.661
33 H 5.325 0.078 -2.179  0.530
34 H 7.075 -1.506 -1.414  0.412
35 H 6.682 -2.983 0.518  0.408
36 H 4.527 -2.918 1.749  0.528
37 C -1.751 -2.876 -1.182  -0.765
38 H -2.033 -3.925 -1.087  0.298
39 H -1.825 -2.560 -2.223  0.445
40 H -2.412 -2.265 -0.579  0.187
41 F -5.461 2.006 -0.744  -0.198
42 C -4.170 2.238 -0.665  0.570
43 F -3.868 2.536 0.606  -0.205
44 F -3.840 3.277 -1.421  -0.177
45 S -3.172 0.724 -1.180  0.630
46 O -2.124 0.745 -0.126  -0.800
47 O -4.048 -0.398 -1.087  -0.634
48 N -2.462 1.001 -2.537  0.007
49 S -3.391 0.797 -3.863  0.842
50 O -4.774 1.054 -3.584  -0.640
51 O -2.996 -0.351 -4.611  -0.590
52 C -2.840 2.262 -4.843  0.663
53 F -3.363 2.164 -6.058  -0.223
54 F -3.274 3.383 -4.270  -0.224
55 F -1.513 2.318 -4.943  -0.153
56 O 1.490 -3.807 -0.931  -0.565
57 C 0.623 -3.147 -1.418  0.229
58 O -0.421 -2.701 -0.655  -0.305
59 C 0.634 -2.681 -2.837  0.057
60 C 0.393 -1.343 -3.121  1.125
61 C 0.485 -0.873 -4.417  -0.837
62 C 0.778 -1.782 -5.417  -0.333
63 C 1.006 -3.122 -5.164  -0.789
64 C 0.954 -3.568 -3.856  -0.654
65 N 0.865 -1.302 -6.811  1.054
66 O 0.792 -0.106 -6.996  -0.606
67 O 1.022 -2.135 -7.679  -0.634
68 H 0.173 -0.646 -2.315  0.101
69 H 0.346 0.172 -4.652  0.689
70 H 1.234 -3.788 -5.983  0.550
71 H 1.170 -4.601 -3.616  0.516

## Properties
Gap between HOMO and LUMO (spin up / spin down) in eV: 5.410 / 5.842
Multiplicity: 5
Highest occupied orbital energy (spin up / spin down) in eV: -6.164 / -8.612
Relative energy (zero: lowest compared OMol25 entry of this formula, charge and spin) in kJ/mol: 0.0
<S²>: 6.030
Charge: 0

The following is a quantum chemistry calculation of C28H19N6O6Sc as an isolated structure in a non-equilibrium geometry, from OMol25.

Last column: Mulliken charge in e.
CARTESIAN COORDINATES (ANGSTROEM)
1 Sc -1.289 -2.675 -0.459  1.314
2 O -3.585 -5.719 0.619  -0.590
3 C -3.117 -4.650 0.275  0.465
4 O -1.846 -4.476 0.142  -0.640
5 C -4.010 -3.410 -0.091  0.804
6 O -5.188 -3.143 0.270  -0.643
7 O -3.337 -2.411 -0.703  -0.569
8 C 6.803 1.062 1.649  -0.750
9 O 7.336 1.492 0.360  -0.433
10 C 6.419 1.739 -0.633  0.551
11 C 6.730 1.303 -1.930  -0.711
12 C 5.757 1.452 -2.912  -0.173
13 C 4.478 2.069 -2.579  -0.133
14 C 4.349 2.786 -1.364  -0.507
15 C 5.295 2.559 -0.357  -0.183
16 N 3.354 1.642 -3.256  -0.151
17 N 3.393 0.486 -3.770  -0.368
18 C 2.390 -0.427 -3.527  -0.241
19 C 2.837 -1.735 -3.468  -0.181
20 C 2.211 -2.822 -2.892  -1.102
21 C 0.978 -2.560 -2.227  1.177
22 O 0.450 -3.472 -1.424  -0.883
23 C 0.345 -1.254 -2.439  -0.298
24 N -0.933 -1.125 -1.942  -0.187
25 C -1.625 0.026 -2.331  -0.339
26 C -0.963 1.164 -2.753  -0.711
27 C 0.433 1.154 -3.025  -0.107
28 C 1.071 -0.089 -2.987  0.810
29 H 7.548 0.329 2.044  0.249
30 H 5.762 0.653 1.557  0.338
31 H 6.728 1.958 2.288  0.293
32 H 7.622 0.699 -2.113  0.380
33 H 5.669 0.942 -3.859  0.437
34 H 3.426 3.342 -1.178  0.401
35 H 5.189 2.891 0.654  0.420
36 H 3.813 -1.852 -3.961  0.371
37 H 2.716 -3.757 -2.805  0.477
38 H -2.730 0.035 -2.226  0.418
39 H -1.584 2.050 -2.830  0.385
40 H 0.977 2.115 -3.288  0.401
41 N -8.736 2.630 4.364  -0.472
42 C -7.712 2.186 4.053  0.008
43 C -6.483 1.675 3.623  0.469
44 C -6.532 0.430 2.941  -0.940
45 C -5.337 -0.200 2.603  -0.670
46 C -4.130 0.436 2.989  1.642
47 C -4.147 1.569 3.785  -0.395
48 C -5.341 2.159 4.157  -0.984
49 N -2.888 -0.089 2.532  0.380
50 C -1.578 0.302 2.865  0.018
51 C -0.721 -0.387 2.085  -0.966
52 N -1.501 -1.255 1.274  0.050
53 C -2.775 -1.004 1.546  -0.156
54 H -7.513 0.031 2.673  0.404
55 H -5.249 -1.160 2.126  0.549
56 H -3.212 1.965 4.206  0.179
57 H -5.403 3.005 4.859  0.387
58 H -1.377 1.186 3.521  0.262
59 H 0.372 -0.328 2.126  0.448
60 H -3.607 -1.526 1.144  -0.002

## Properties
Gap between HOMO and LUMO (spin up / spin down) in eV: 5.979 / 5.977
Highest occupied orbital energy (spin up / spin down) in eV: -7.474 / -7.472
Relative energy (zero: lowest compared OMol25 entry of this formula, charge and spin) in kJ/mol: 235.6
Charge: 0

The following electronic energy values (in eV) correspond, in order, to the records above: -110528.56186 -88176.32174 -96593.11149 -71270.71422.